{
  "formula": "C25H24MoO7P2",
  "method": "ωB97M-V/def2-TZVPD",
  "gap_ev": [4.80, 5.60],
  "homo_ev": [-0.19, -1.13],
  "multiplicity": 3,
  "total_charge": -2,
  "max_force_ev_per_a": 4.90,
  "relative_energy_ev": 3.305,
  "species": ["Mo", "O", "P", "O", "O", "O", "P", "O", "O", "O", "H", "H", "C", "C", "C", "C", "C", "C", "C", "C", "C", "C", "C", "C", "C", "C", "C", "H", "H", "H", "H", "H", "H", "H", "H", "H", "H", "C", "C", "C", "C", "C", "C", "C", "C", "C", "C", "H", "H", "H", "H", "H", "H", "H", "H", "H", "H", "H", "H"],
  "coordinates": [[-1.032363, 2.240154, 1.330627], [-1.523063, 1.963754, 5.623727], [-1.938463, 2.546854, 4.141627], [-3.390363, 2.322854, 3.971527], [-1.007163, 1.821154, 3.161027], [-1.482963, 4.045754, 4.280427], [-1.018263, 4.933854, 2.784127], [-2.292263, 4.406054, 1.888427], [0.137637, 4.119254, 2.251627], [-1.166163, 3.161954, -0.043873], [-2.351863, 1.682954, 6.004327], [-1.810663, 3.934554, 1.145827], [0.314337, 0.941054, 0.607227], [1.134737, 0.492454, -0.194373], [2.036637, 0.022954, -1.145273], [2.639937, -1.270546, -0.989473], [2.902137, -1.790046, 0.292427], [3.519437, -3.006046, 0.456727], [3.875737, -3.777346, -0.646573], [3.560437, -3.314646, -1.920173], [2.957837, -2.090546, -2.091873], [2.355437, 0.876554, -2.251973], [1.548137, 1.991454, -2.567173], [1.868637, 2.816454, -3.619773], [3.007037, 2.594754, -4.389473], [3.844437, 1.539254, -4.056573], [3.533337, 0.703354, -3.008673], [2.619237, -1.191446, 1.148127], [3.748337, -3.364246, 1.454427], [4.384237, -4.723846, -0.519973], [3.791437, -3.928346, -2.786373], [2.684537, -1.762246, -3.085373], [0.672337, 2.186454, -1.958373], [1.227137, 3.654754, -3.860873], [3.248537, 3.241154, -5.224973], [4.758137, 1.375854, -4.622073], [4.228637, -0.079746, -2.739373], [-2.419963, -0.773246, 2.783627], [-2.880363, -0.500246, 1.345827], [-4.392863, -0.800946, 1.290327], [-2.590763, 0.928654, 0.971027], [-2.139163, -1.353746, 0.335527], [-1.077263, -2.198046, 0.674127], [-0.408363, -2.931246, -0.285873], [-0.777763, -2.859946, -1.616073], [-1.811163, -2.004846, -1.974773], [-2.473163, -1.267546, -1.018373], [-2.968863, -0.119446, 3.458227], [-1.361463, -0.543946, 2.883827], [-2.603063, -1.808046, 3.079527], [-4.911863, -0.132446, 1.974727], [-4.586363, -1.830546, 1.594027], [-4.794563, -0.657146, 0.289427], [-3.426263, 1.340754, 0.388427], [-0.763263, -2.290546, 1.699427], [0.415037, -3.569446, 0.007427], [-0.251463, -3.439046, -2.365073], [-2.100563, -1.911146, -3.014173], [-3.261363, -0.594446, -1.320773]],
  "forces_ev_per_a": [[1.94, -4.11, -1.83], [0.37, 0.14, -0.60], [-0.71, 0.21, 2.33], [-0.01, -0.06, -0.01], [-0.07, -0.11, 3.12], [0.09, 0.00, -0.83], [0.00, 1.33, 1.68], [-0.04, -0.47, 0.12], [0.37, -0.64, -0.49], [-0.33, 2.05, -2.47], [-0.37, -0.17, 0.20], [-1.36, 2.21, -1.07], [-0.34, 0.51, 0.38], [0.83, -0.74, -0.67], [-0.80, 0.39, 0.69], [0.30, -0.71, 0.17], [-0.16, 0.37, -0.18], [0.24, -0.43, 0.00], [-0.01, -0.04, 0.00], [0.22, -0.37, 0.07], [-0.24, 0.29, 0.15], [0.23, 0.46, -0.54], [-0.04, -0.28, 0.19], [0.08, 0.20, -0.29], [0.03, 0.08, -0.11], [0.11, 0.17, -0.28], [-0.09, -0.09, 0.19], [-0.01, 0.03, 0.05], [-0.04, 0.01, 0.02], [-0.01, -0.07, 0.04], [-0.02, 0.04, 0.02], [0.03, 0.04, -0.02], [-0.02, 0.00, -0.02], [-0.07, 0.03, 0.07], [-0.02, 0.04, 0.01], [-0.03, 0.00, 0.05], [-0.03, -0.02, -0.02], [0.05, -0.03, -0.16], [0.00, -0.15, 0.40], [0.28, 0.05, -0.02], [-0.51, 0.37, -0.08], [0.32, -0.47, -0.17], [-0.45, 0.22, 0.05], [0.15, -0.33, -0.19], [0.05, 0.06, -0.09], [0.06, -0.18, -0.25], [-0.12, 0.04, 0.27], [-0.01, 0.08, 0.01], [0.01, -0.07, 0.13], [0.01, -0.19, -0.03], [-0.04, 0.11, 0.05], [-0.04, -0.14, 0.01], [-0.06, 0.05, -0.10], [0.16, 0.10, -0.04], [0.04, 0.07, 0.18], [0.09, -0.02, 0.02], [0.03, 0.03, -0.01], [0.00, 0.01, -0.07], [-0.07, 0.11, -0.04]]
}

{
  "formula": "C25H24N16O3S3Ti",
  "method": "ωB97M-V/def2-TZVPD",
  "gap_ev": 6.78,
  "homo_ev": -7.64,
  "max_force_ev_per_a": 1.07,
  "relative_energy_ev": 0.529,
  "species": ["Ti", "N", "C", "N", "N", "N", "N", "C", "N", "N", "N", "N", "H", "N", "C", "C", "N", "C", "C", "N", "C", "C", "N", "H", "H", "H", "H", "H", "H", "S", "C", "C", "C", "C", "C", "C", "H", "H", "H", "H", "H", "O", "C", "N", "S", "O", "O", "C", "C", "C", "C", "C", "C", "H", "H", "H", "H", "S", "C", "N", "C", "C", "C", "N", "H", "H", "H", "H", "H", "H", "H", "H"],
  "coordinates": [[0.223297, -0.254765, -0.495583], [-1.950895, -1.027427, 2.151567], [-2.225992, 0.058343, 1.369861], [-3.184749, 0.923893, 1.599564], [-3.061248, 1.826501, 0.590345], [-2.094287, 1.512158, -0.184325], [-1.522482, 0.371306, 0.283009], [-0.816246, -1.766812, 1.993397], [-0.474437, -2.768135, 2.770408], [0.719639, -3.180174, 2.268036], [1.068593, -2.481214, 1.260138], [0.090342, -1.537976, 1.038444], [-2.522951, -1.194596, 2.961537], [1.935384, 2.481202, 2.989132], [0.720298, 2.987142, 3.402723], [-0.229757, 2.213292, 2.808916], [0.378013, 1.255726, 2.030299], [1.655720, 1.459727, 2.143698], [2.605917, 0.677032, 1.382050], [2.282783, -0.087262, 0.355292], [3.463579, -0.672666, -0.065799], [4.486576, -0.245837, 0.708740], [3.923693, 0.610579, 1.630698], [2.818459, 2.949802, 3.091666], [0.650439, 3.826865, 4.070576], [-1.303124, 2.277821, 2.887677], [3.475513, -1.368761, -0.882870], [5.535180, -0.479068, 0.698281], [4.405582, 1.068354, 2.384241], [1.167910, -2.086833, -1.741147], [0.914765, -1.878700, -3.483710], [-0.076507, -2.620988, -4.122742], [-0.234691, -2.530862, -5.497512], [0.589885, -1.696652, -6.243286], [1.572216, -0.951562, -5.607559], [1.736719, -1.044184, -4.233003], [-0.728984, -3.249197, -3.530011], [-1.007090, -3.110144, -5.987527], [0.463925, -1.625521, -7.316259], [2.208037, -0.287323, -6.179120], [2.501657, -0.460876, -3.735538], [1.777441, 3.438834, 0.079995], [0.983394, 3.020233, -0.721271], [1.007875, 1.707919, -1.266076], [0.007107, 1.634528, -2.518468], [-0.610988, 0.295581, -2.247715], [0.557232, 1.774115, -3.826330], [-0.906326, 3.100623, -2.203202], [-2.012953, 3.617423, -2.839683], [-2.399073, 4.895973, -2.462427], [-1.676262, 5.620642, -1.514896], [-0.544363, 5.084319, -0.918001], [-0.166582, 3.804147, -1.275699], [-2.567095, 3.048927, -3.573281], [-3.279267, 5.336269, -2.912148], [-2.006954, 6.613618, -1.241651], [0.032835, 5.632514, -0.185235], [-2.269125, -2.164098, -1.171223], [-2.049786, -3.755809, -0.632265], [-3.109832, -4.562337, -0.432090], [-2.976961, -5.930841, 0.042391], [-1.827348, -5.978692, 1.036012], [-0.566380, -5.506307, 0.338751], [-0.840663, -4.251313, -0.357779], [-4.008870, -4.152009, -0.615080], [-2.775059, -6.606335, -0.795608], [-3.918608, -6.233870, 0.496463], [-1.690323, -6.983813, 1.433603], [-2.049337, -5.306135, 1.868091], [-0.214629, -6.256852, -0.374228], [0.229836, -5.317615, 1.058138], [-0.059893, -3.660035, -0.620144]],
  "forces_ev_per_a": [[0.98, -0.13, -0.41], [0.04, 0.01, 0.01], [0.06, -0.21, 0.07], [-0.08, 0.29, -0.20], [-0.06, -0.16, 0.16], [-0.04, -0.04, 0.14], [-0.60, 0.35, -0.04], [-0.28, 0.18, -0.04], [0.31, -0.21, -0.05], [-0.15, 0.07, 0.04], [-0.21, 0.07, 0.19], [0.32, -0.72, 0.39], [0.00, -0.01, -0.01], [-0.12, 0.11, -0.02], [0.08, -0.06, -0.01], [0.01, -0.01, -0.04], [-0.13, 0.12, -0.06], [0.27, -0.05, -0.05], [-0.09, 0.05, 0.12], [0.27, 0.03, 0.10], [-0.20, 0.00, -0.09], [-0.02, 0.06, 0.12], [0.21, -0.03, -0.05], [-0.01, -0.01, 0.00], [0.00, -0.01, 0.00], [0.01, 0.00, 0.01], [-0.02, 0.02, -0.02], [0.00, 0.01, 0.01], [-0.01, -0.03, -0.01], [0.25, 0.41, 0.07], [-0.21, -0.05, -0.05], [-0.01, 0.01, -0.01], [0.04, 0.03, 0.02], [-0.01, -0.01, 0.04], [-0.02, -0.03, 0.03], [0.06, -0.02, 0.04], [0.00, 0.01, -0.02], [0.00, 0.00, 0.01], [0.00, 0.00, 0.01], [0.00, -0.01, 0.01], [-0.01, 0.00, 0.00], [0.07, -0.02, 0.20], [0.05, -0.43, -0.22], [-0.45, 0.29, 0.18], [0.27, -0.14, -0.20], [-0.31, 0.45, -0.35], [-0.01, -0.12, -0.08], [-0.08, -0.09, -0.03], [0.01, 0.01, 0.04], [-0.02, 0.04, 0.02], [-0.01, -0.04, -0.02], [0.00, 0.06, 0.01], [0.01, -0.05, 0.09], [0.01, 0.00, 0.01], [0.01, 0.01, 0.01], [0.00, 0.00, -0.01], [-0.02, 0.00, 0.00], [-0.13, 0.00, -0.21], [0.11, -0.09, 0.22], [0.02, 0.05, -0.03], [0.03, 0.03, -0.03], [-0.03, 0.05, 0.06], [-0.05, 0.08, -0.07], [-0.05, -0.06, -0.04], [0.00, -0.02, 0.02], [-0.03, -0.03, 0.00], [-0.01, 0.03, 0.02], [0.01, -0.01, -0.04], [0.02, -0.04, 0.03], [-0.01, -0.03, -0.02], [0.00, -0.01, 0.00], [-0.02, -0.01, 0.05]]
}